The following is a DFT calculation (ωB97M-V/def2-TZVPD) of a cluster of 2 separate species, C6H11BrO in total in a non-equilibrium geometry.

Max |F| in eV/Å: 4.05
Multiplicity: 1
Charge: 0
Total energy in hartree: -2884.3751
SMILES: C=C(Br)CC.CC=O
Kohn-Sham gap in eV: 10.3
Energy relative to the best compared isomer or geometry (same formula, charge and spin) in kJ/mol: 74.1
Highest occupied orbital energy in eV: -9.6

Structure (XYZ):
```
19
Properties=species:S:1:pos:R:3:forces:R:3
C -1.836253 0.106059 -1.269010 -0.448 2.016 -1.037
H -1.114900 -3.581161 -0.464534 -0.026 -1.595 -1.172
H -1.330906 0.251985 -2.208784 0.688 -1.318 -0.110
H 1.937822 1.128627 1.659821 -1.835 0.658 -0.253
Br -2.606276 0.126482 1.408750 0.385 -0.461 -0.382
C 0.486344 1.288208 0.081516 1.640 3.338 -0.817
C 0.887707 1.620201 1.504539 0.644 -1.514 1.162
C -1.562836 -0.451604 -0.135013 -0.194 -2.340 0.886
H -2.244834 -2.934620 0.827304 0.971 0.153 -1.393
O 0.372541 2.121421 -0.817780 -0.268 -0.950 1.621
C -1.190771 -2.989481 0.382198 -1.673 1.977 3.109
H -0.728576 -3.332141 1.315355 0.624 -0.722 -0.778
C -0.588080 -1.600421 0.093977 -2.980 0.566 1.967
H 0.195149 1.186471 2.318057 1.001 0.615 -1.387
H -2.524976 0.899623 -1.215795 -1.180 0.827 0.078
H 0.611491 0.287506 -0.194463 -0.062 -1.651 -0.274
H 1.033328 2.680882 1.648148 -0.260 0.281 -0.018
H -0.003665 -1.616330 -0.753461 1.747 -0.148 -1.644
H -0.101281 -1.327864 0.999137 1.226 0.270 0.444
```
Forces are in eV/Å.